Record 1
Density functional theory data (ωB97M-V with the def2-TZVPD basis set) for a single C21H31NO3 molecule.

ORCA input file:
```
! RIJCOSX wB97M-V def2-TZVPD def2/J DEFGRID3
* xyz 0 1
C 1.9201 1.8619 -3.0103
O 1.9114 1.1451 -1.7837
C 1.1340 1.6483 -0.8155
O 0.4814 2.6506 -0.9505
C 1.1850 0.8331 0.4726
C 2.4396 1.2071 1.2695
C 3.5112 0.2882 0.6803
C 4.6534 -0.0395 1.6399
C 5.3870 -1.2854 1.1542
C 4.4846 -2.5324 1.2248
O 4.8040 -3.4559 0.2062
C 2.9967 -2.1453 1.1920
C 2.7232 -0.9684 0.2527
N 1.3145 -0.6010 0.3241
C 0.4636 -1.2434 -0.6600
C -0.9524 -0.7585 -0.5367
C -1.6487 -0.9296 0.6534
C -2.9362 -0.4537 0.7900
C -3.5826 0.2085 -0.2523
C -4.9985 0.7237 -0.0484
C -5.5565 1.4242 -1.2901
C -4.9983 1.7320 1.1092
C -5.9192 -0.4577 0.2888
C -2.8826 0.3671 -1.4403
C -1.5886 -0.1067 -1.5789
H 2.4873 1.2592 -3.7154
H 2.3921 2.8370 -2.8741
H 0.8991 2.0157 -3.3649
H 0.2678 1.0748 1.0206
H 2.2744 0.9676 2.3200
H 2.6873 2.2638 1.1848
H 3.9304 0.7569 -0.2147
H 4.2694 -0.2127 2.6461
H 5.3432 0.8047 1.6896
H 5.6947 -1.1331 0.1157
H 6.2917 -1.4506 1.7395
H 4.6824 -3.0841 2.1497
H 4.6125 -3.0477 -0.6460
H 2.6582 -1.8738 2.1910
H 2.4217 -3.0169 0.8755
H 2.9967 -1.2520 -0.7772
H 0.5011 -2.3207 -0.4609
H 0.8267 -1.0790 -1.6897
H -1.1644 -1.4332 1.4771
H -3.4428 -0.6027 1.7319
H -5.6004 0.7435 -2.1372
H -6.5675 1.7721 -1.0865
H -4.9514 2.2877 -1.5558
H -4.6774 1.2689 2.0381
H -4.3228 2.5557 0.8880
H -5.9986 2.1341 1.2567
H -6.9414 -0.1096 0.4222
H -5.9052 -1.1874 -0.5183
H -5.6074 -0.9554 1.2028
H -3.3316 0.8703 -2.2808
H -1.0719 0.0345 -2.5186
*
```

Calculated values
* gap between HOMO and LUMO: 9.1745 eV
* SMILES string: COC(=O)[C@@H]1C[C@H]2CC[C@H](O)C[C@H]2N1Cc1ccc(C(C)(C)C)cc1
* M: 345.48 g mol⁻¹
* highest occupied orbital energy: -8.52 eV

***

Record 2
Density functional theory data (ωB97M-V with the def2-TZVPD basis set) for a single C5H6O2 molecule.

ORCA input file:
```
! RIJCOSX wB97M-V def2-TZVPD def2/J DEFGRID3
* xyz 0 1
C -2.0416 -0.3596 -0.0392
C -0.6425 0.2084 -0.1565
O 0.2605 -0.8850 -0.2784
C 1.5831 -0.7042 -0.1421
O 2.3538 -1.6018 -0.3463
C 2.0483 0.6562 0.2891
C 1.4211 1.7465 0.6425
H -2.1149 -1.0192 0.8297
H -2.7635 0.4539 0.0752
H -2.2961 -0.9310 -0.9362
H -0.3982 0.7974 0.7467
H 3.1350 0.7754 0.3458
H -0.5452 0.8629 -1.0302
*
```

Calculated values
* gap between HOMO and LUMO: 9.9960 eV
* M: 98.10 g mol⁻¹
* highest occupied orbital energy: -10.84 eV

***

Record 3
Density functional theory data (ωB97M-V with the def2-TZVPD basis set) for an isolated ion of composition C3H2BrO2S and charge -1.

ORCA input file:
```
! RIJCOSX wB97M-V def2-TZVPD def2/J DEFGRID3
* xyz -1 1
O 3.4435 -2.1083 0.5787
S 3.2409 -0.7354 0.1263
Br 4.8991 -0.5538 -1.5462
C 1.7521 -0.6648 -1.0653
C 0.6140 -0.2978 -0.3268
C 0.1251 0.0068 1.1632
O 0.9563 0.0054 2.0828
H -0.2912 -0.4377 -0.9074
H -0.9649 0.0519 1.1878
*
```

Calculated values
* gap between HOMO and LUMO: 7.1926 eV
* SMILES string: O=S(Br)#C/C=C\[O-]
* M: 182.02 g mol⁻¹
* highest occupied orbital energy: -3.70 eV

***

Record 4
Density functional theory data (ωB97M-V with the def2-TZVPD basis set) for C4H5NiO2 as an isolated structure.

ORCA input file:
```
! RIJCOSX wB97M-V def2-TZVPD def2/J DEFGRID3
* xyz 0 4
O -1.9727 0.4190 -0.0225
C -3.3149 -1.3606 0.1137
C -2.1724 -0.7903 0.2498
H -4.1199 -1.6734 0.7682
H -0.6497 -1.4188 0.2214
H 1.3731 -1.7670 0.7747
H 0.4669 -1.2752 -2.1187
C 1.2012 -1.1938 -1.3159
C 0.7560 -1.2637 0.0226
O 1.0600 0.0796 -0.1813
Ni -0.0757 1.5830 -0.2738
H 2.2590 -1.1715 -1.5831
*
```

Calculated values
* gap between HOMO and LUMO (spin up / spin down): 4.4083 / 6.2350 eV
* M: 143.78 g mol⁻¹
* highest occupied orbital energy (spin up / spin down): -5.40 / -7.33 eV

***

Record 5
Density functional theory data (ωB97M-V with the def2-TZVPD basis set) for a 2-piece molecular cluster, C2H11N2Si2 overall.

ORCA input file:
```
! RIJCOSX wB97M-V def2-TZVPD def2/J DEFGRID3
* xyz 1 1
C -1.9265 1.3693 -0.4214
C -1.7443 -0.6084 0.9942
N 2.5567 -0.6976 0.2782
N -1.5471 -0.0919 -0.3323
Si 3.8127 0.3584 0.1543
Si -0.5420 -1.0245 -1.2610
H -2.6013 1.4240 -1.2796
H -2.5179 1.5319 0.4985
H -0.9441 2.0414 -0.4839
H -2.8177 -0.7452 1.1417
H -1.3143 -1.5577 1.0691
H -1.3780 0.0753 1.7007
H 2.6977 -1.2769 1.0757
H 3.6724 1.4521 -0.6461
H 5.0314 0.4725 1.0054
H 0.5504 -0.3887 -1.9201
H -0.9882 -2.3341 -1.5733
*
```

Calculated values
* gap between HOMO and LUMO: 8.0979 eV
* M: 119.30 g mol⁻¹
* highest occupied orbital energy: -13.37 eV

***

Record 6
Density functional theory data (ωB97M-V with the def2-TZVPD basis set) for a single C4H5N3O molecule.

ORCA input file:
```
! RIJCOSX wB97M-V def2-TZVPD def2/J DEFGRID3
* xyz 0 1
C -0.7055 -0.3091 -1.3063
N 0.5924 -0.4682 -1.6347
N 1.4844 -0.8047 -0.7529
C 1.8053 0.0942 0.1269
O 1.1634 1.3546 0.1432
N 0.2146 1.3400 1.1746
C -0.8181 0.6233 0.9694
C -1.2660 -0.5228 0.0973
H -1.3059 0.0596 -2.1632
H 2.8788 0.0445 0.7129
H -1.2905 0.6837 2.0076
H -0.4775 -1.3334 0.4690
H -2.2754 -0.7619 0.1563
*
```

Calculated values
* gap between HOMO and LUMO: 10.5065 eV
* SMILES string: C1=N\N=C/O/N=C\C/1
* M: 111.10 g mol⁻¹
* highest occupied orbital energy: -9.85 eV

***

ΔE to the lowest compared entry with this formula, charge and spin in kJ/mol, matching the order above: 0.0; 361.6; 41.9; 406.6; 386.1; 599.8